1.
{
  "formula": "C7H10",
  "method": "ωB97M-V/def2-TZVPD",
  "symbols": ["C", "C", "C", "C", "C", "C", "C", "H", "H", "H", "H", "H", "H", "H", "H", "H", "H"],
  "positions_angstrom": [[-2.270394, 0.642022, 0.052523], [-0.257886, -0.169387, -0.845029], [-1.431867, -0.709359, 0.153890], [-0.858888, 0.882375, -0.078929], [1.198106, -0.411942, -0.508289], [1.611996, -0.212951, 0.925397], [2.002257, 0.797173, -0.102798], [-1.141532, -1.129247, 1.111806], [-2.692402, 1.059724, 0.967150], [-3.009747, 0.542806, -0.749588], [-1.977700, -1.420177, -0.464515], [1.709664, -1.192018, -1.067046], [-0.548742, -0.500082, -1.853642], [2.374023, -0.864113, 1.342299], [0.816470, 0.084152, 1.605733], [3.040993, 0.875948, -0.405339], [1.435643, 1.725083, -0.083617]],
  "forces_ev_per_a": [[-0.206, 0.080, -0.011], [0.095, 0.130, -0.002], [-0.094, -0.389, 0.234], [-0.047, -0.021, 0.056], [-0.048, -0.097, -0.108], [0.053, -0.089, 0.163], [0.136, 0.145, -0.070], [-0.058, 0.148, -0.093], [-0.125, -0.096, -0.209], [0.186, -0.050, -0.069], [0.133, 0.103, 0.094], [-0.120, 0.138, 0.059], [-0.025, 0.179, 0.195], [-0.078, 0.073, -0.125], [0.165, -0.022, -0.123], [-0.128, -0.091, 0.006], [0.161, -0.139, 0.002]],
  "fmax_ev_per_a": 0.46,
  "total_energy_ev": -7416.0916,
  "orbital_gap_ev": 8.612,
  "de_lowest_kcal_mol": 113.99,
  "homo_energy_ha": -0.2811
}

2.
{
  "formula": "C7H10",
  "method": "ωB97M-V/def2-TZVPD",
  "symbols": ["C", "C", "C", "C", "C", "C", "C", "H", "H", "H", "H", "H", "H", "H", "H", "H", "H"],
  "positions_angstrom": [[-0.358863, -0.617907, 1.204698], [0.162688, 0.436739, 0.197290], [1.108637, -0.384194, -0.713005], [0.501448, 1.831302, 0.648951], [-1.074157, -1.242368, 0.019230], [-1.021582, 0.037291, -0.762312], [-0.144704, -1.105481, -1.183276], [-0.268817, -1.742784, -2.052242], [-1.064628, -0.173901, 1.914838], [-1.871552, -1.978077, 0.028665], [0.719324, 2.481344, -0.205391], [1.907017, -0.958539, -0.227426], [-0.335625, 2.273291, 1.201441], [1.528397, 0.234873, -1.512392], [-1.770954, 0.604069, -1.299601], [1.377968, 1.827130, 1.308123], [0.391667, -1.212936, 1.742170]],
  "forces_ev_per_a": [[0.037, -0.028, 0.113], [0.115, 0.239, 0.120], [0.114, -0.023, 0.006], [-0.004, 0.007, -0.014], [-0.190, -0.238, 0.108], [-0.213, 0.200, -0.125], [0.062, -0.192, -0.249], [0.021, 0.110, 0.128], [0.074, -0.057, -0.111], [0.141, 0.107, -0.028], [0.007, -0.079, 0.098], [-0.080, 0.061, -0.022], [0.117, -0.053, -0.058], [-0.061, -0.055, 0.090], [0.060, -0.091, 0.094], [-0.103, -0.007, -0.086], [-0.097, 0.099, -0.066]],
  "fmax_ev_per_a": 0.32,
  "total_energy_ev": -7418.7831,
  "orbital_gap_ev": 10.398,
  "de_lowest_kcal_mol": 51.92,
  "homo_energy_ha": -0.3424
}

3.
{
  "formula": "C7H10",
  "method": "ωB97M-V/def2-TZVPD",
  "symbols": ["C", "C", "C", "C", "C", "C", "C", "H", "H", "H", "H", "H", "H", "H", "H", "H", "H"],
  "positions_angstrom": [[-0.431066, -1.894174, -0.339575], [0.782620, 1.604570, 0.619677], [-1.425306, 0.194325, 0.050236], [0.905202, 1.226786, -0.833992], [0.514626, -1.037542, 0.527339], [-1.785774, -1.276284, -0.037149], [0.104775, 0.367941, 0.114500], [0.379018, 1.845973, -1.559566], [0.143778, -1.163277, 1.551809], [1.871244, 0.868470, -1.186322], [0.169609, 2.466779, 0.875382], [-0.352274, -2.977349, -0.185376], [1.660256, 1.485510, 1.251840], [-0.276514, -1.700044, -1.425997], [-1.927203, 0.676433, 0.905998], [1.581374, -1.296488, 0.524980], [-1.914364, 0.608370, -0.853784]],
  "forces_ev_per_a": [[-0.298, -0.027, 0.256], [-0.056, 0.048, 0.214], [-0.078, -0.058, -0.053], [0.000, -0.088, -0.168], [0.032, 0.079, -0.120], [0.853, 0.387, -0.503], [-0.136, -0.160, 0.106], [0.014, -0.194, 0.169], [0.342, -0.060, 0.153], [-0.207, -0.016, 0.109], [0.068, -0.166, -0.077], [-0.194, 0.256, -0.014], [-0.151, -0.020, -0.121], [-0.006, 0.010, 0.372], [-0.014, -0.174, -0.282], [-0.254, 0.154, -0.270], [0.087, 0.030, 0.230]],
  "fmax_ev_per_a": 1.06,
  "total_energy_ev": -7416.7275,
  "orbital_gap_ev": 8.579,
  "de_lowest_kcal_mol": 99.33,
  "homo_energy_ha": -0.3089
}

4.
{
  "formula": "C7H10",
  "method": "ωB97M-V/def2-TZVPD",
  "symbols": ["C", "C", "C", "C", "C", "C", "C", "H", "H", "H", "H", "H", "H", "H", "H", "H", "H"],
  "positions_angstrom": [[0.882225, -1.097933, 0.592155], [-0.101757, -1.144851, -0.599095], [1.870147, 0.965779, -0.606775], [1.832076, -0.584833, -0.386451], [-0.227273, -0.242632, 1.351804], [-2.223921, 0.390408, -0.270272], [-1.027212, -0.388564, 0.026474], [-2.992122, -0.016488, -1.097719], [0.045372, 0.728329, 1.678281], [2.775769, 1.224703, -0.012974], [0.043731, -1.358221, -1.707909], [-1.842768, 1.251984, -0.741117], [-0.608083, -0.837534, 2.152703], [2.038406, 1.168722, -1.657899], [-2.703573, 0.661670, 0.624137], [1.331552, -2.074917, 0.933390], [0.907436, 1.354382, -0.278725]],
  "forces_ev_per_a": [[1.672, -0.536, -0.377], [-1.012, 0.417, -1.863], [-0.323, -2.580, 0.556], [0.536, 1.688, 0.073], [0.345, -1.984, -2.059], [-1.736, -1.764, -2.959], [1.495, -0.292, 1.195], [1.710, 0.470, 2.076], [0.238, 0.963, 0.200], [-0.702, 0.305, -0.260], [-0.384, -0.299, 1.808], [0.319, 1.578, -0.481], [-0.504, -0.235, 0.667], [0.173, 0.203, -0.047], [-0.953, 0.317, 0.985], [-1.244, 0.842, 0.262], [0.368, 0.908, 0.225]],
  "fmax_ev_per_a": 3.86,
  "total_energy_ev": -7415.1876,
  "orbital_gap_ev": 8.199,
  "de_lowest_kcal_mol": 134.84,
  "homo_energy_ha": -0.2782
}

5.
{
  "formula": "C7H10",
  "method": "ωB97M-V/def2-TZVPD",
  "symbols": ["C", "C", "C", "C", "C", "C", "C", "H", "H", "H", "H", "H", "H", "H", "H", "H", "H"],
  "positions_angstrom": [[1.479478, 1.394890, -0.285625], [0.093867, 1.149716, -0.793274], [-0.320906, -1.251487, -0.858398], [-0.774735, 0.028419, -0.198868], [0.611663, 2.313263, -0.003465], [0.259664, -2.292914, -0.269589], [-0.735963, -0.011212, 1.324026], [0.411094, -2.344261, 0.806079], [2.481543, 0.999265, -0.219283], [-1.358495, -0.824611, 1.711335], [0.284043, -0.155638, 1.697706], [0.378442, 3.261573, 0.456878], [0.610233, -3.140880, -0.851937], [-0.093388, 1.285968, -1.865767], [-0.432580, -1.263550, -1.944628], [-1.107042, 0.931912, 1.740981], [-1.813488, 0.218008, -0.511177]],
  "forces_ev_per_a": [[-0.077, 0.190, 0.101], [-0.131, -0.098, -0.214], [0.075, -0.107, 0.017], [-0.011, -0.039, 0.038], [0.182, -0.087, 0.029], [-0.070, 0.077, -0.028], [0.032, -0.004, 0.044], [-0.039, 0.035, -0.150], [-0.132, 0.120, -0.016], [0.082, 0.116, -0.075], [-0.139, 0.020, -0.054], [0.041, -0.157, -0.044], [-0.085, 0.115, 0.079], [0.042, -0.004, 0.174], [0.014, -0.024, 0.146], [0.068, -0.128, -0.065], [0.149, -0.024, 0.016]],
  "fmax_ev_per_a": 0.27,
  "total_energy_ev": -7417.9201,
  "orbital_gap_ev": 10.409,
  "de_lowest_kcal_mol": 71.83,
  "homo_energy_ha": -0.3377
}

6.
{
  "formula": "C7H10",
  "method": "ωB97M-V/def2-TZVPD",
  "symbols": ["C", "C", "C", "C", "C", "C", "C", "H", "H", "H", "H", "H", "H", "H", "H", "H", "H"],
  "positions_angstrom": [[0.396602, 1.519486, -1.256577], [-1.514657, -0.157938, 0.183851], [0.352619, -1.460492, 1.180379], [-0.876084, -0.665832, 1.555337], [1.081462, 0.422268, -1.901515], [-0.188248, 0.620002, 0.016841], [0.438981, 0.046520, 1.265070], [-1.348409, -0.789723, 2.533219], [-1.737793, -1.072798, -0.370273], [0.872949, -2.069920, 1.923038], [0.661942, -0.090208, -2.769892], [2.161715, 0.292013, -1.793327], [1.087939, 0.540676, 1.995597], [-2.405991, 0.496258, 0.016408], [0.401019, -1.861602, 0.169076], [1.053948, 2.316600, -0.903507], [-0.437995, 1.914690, -1.843724]],
  "forces_ev_per_a": [[-0.967, -0.663, 1.793], [0.647, -0.282, 0.238], [-0.141, -0.059, -0.115], [-0.567, 0.214, -0.332], [0.194, -0.533, -0.045], [1.188, 0.518, -2.066], [0.059, 0.429, -0.500], [0.094, 0.201, -0.465], [0.315, 0.222, -0.577], [-0.344, 0.386, 0.036], [-0.186, 0.071, 0.526], [-0.449, -0.050, 0.355], [-0.197, -0.075, -0.495], [0.579, -0.336, 1.008], [-0.019, -0.041, 0.194], [-0.249, -0.040, 0.090], [0.043, 0.038, 0.355]],
  "fmax_ev_per_a": 2.44,
  "total_energy_ev": -7415.6242,
  "orbital_gap_ev": [7.908, 8.429],
  "de_lowest_kcal_mol": 124.77,
  "homo_energy_ha": [-0.2590, -0.2723]
}

7.
{
  "formula": "C7H10",
  "method": "ωB97M-V/def2-TZVPD",
  "symbols": ["C", "C", "C", "C", "C", "C", "C", "H", "H", "H", "H", "H", "H", "H", "H", "H", "H"],
  "positions_angstrom": [[0.019043, 0.514156, -0.152670], [-0.183231, 1.689364, -1.077719], [-1.027032, -0.016050, 0.896263], [0.122261, -1.732043, -0.324545], [0.054888, -1.116297, 1.059203], [1.091677, 0.051197, 0.924533], [0.135537, -0.694865, -1.138248], [1.176796, 0.609947, 1.867644], [-0.839240, 1.411144, -1.926012], [0.043470, -1.804424, 1.901384], [2.082280, -0.183264, 0.530044], [0.199293, -2.776441, -0.555996], [-2.004391, -0.278549, 0.494249], [-0.676154, 2.486287, -0.557302], [0.223617, -0.716064, -2.238390], [-1.168535, 0.542580, 1.841776], [0.749721, 2.013321, -1.544215]],
  "forces_ev_per_a": [[-0.174, -0.563, -1.116], [-0.041, 0.537, 0.187], [-0.193, -0.168, -0.399], [0.108, -0.418, 0.139], [0.071, -0.316, 0.278], [0.104, 0.064, -0.252], [-0.054, -0.427, 0.317], [-0.190, 0.236, -0.443], [0.180, -0.042, 0.586], [0.094, 0.160, 0.129], [-0.070, -0.116, 0.071], [-0.031, -0.319, 0.013], [-0.032, -0.280, -0.029], [-0.005, 0.891, 0.124], [-0.126, 0.421, 0.807], [0.337, 0.169, -0.660], [0.022, 0.171, 0.247]],
  "fmax_ev_per_a": 1.26,
  "total_energy_ev": -7418.6290,
  "orbital_gap_ev": 9.954,
  "de_lowest_kcal_mol": 55.48,
  "homo_energy_ha": -0.3266
}

8.
{
  "formula": "C7H10",
  "method": "ωB97M-V/def2-TZVPD",
  "symbols": ["C", "C", "C", "C", "C", "C", "C", "H", "H", "H", "H", "H", "H", "H", "H", "H", "H"],
  "positions_angstrom": [[-0.042564, -0.879757, -0.045042], [2.923101, 1.111057, -1.295449], [-1.067176, 1.428977, 0.493447], [2.250833, 0.095289, -1.196569], [-1.167254, -0.023826, 0.719426], [-1.923799, -0.880316, 1.434258], [1.060099, -0.715158, -1.367146], [1.321246, -1.772654, -1.385236], [-0.513017, 1.970866, 1.349843], [0.453181, -0.227042, -2.084166], [-0.704576, -1.664109, -0.334345], [-0.429453, 1.712325, -0.254671], [3.615578, 1.829799, -0.947126], [0.499179, -1.151273, 0.812502], [-2.434352, -0.647937, 2.336942], [-2.067259, 1.810146, 0.434199], [-1.773773, -1.996381, 1.329130]],
  "forces_ev_per_a": [[-0.098, 0.939, -0.965], [-0.344, -1.809, 1.079], [-0.583, 0.684, 4.320], [-0.174, 2.259, -0.364], [1.783, -1.913, -1.556], [1.099, -0.184, -0.202], [-1.614, -0.355, 3.831], [-0.294, 0.104, -1.091], [-1.146, -0.858, -0.624], [-0.356, -0.408, -1.470], [0.405, -1.177, -0.607], [1.034, 0.259, -2.586], [0.323, 0.432, -0.359], [1.292, -0.882, 0.676], [-1.002, 0.675, 0.217], [-0.318, 0.793, -0.246], [-0.005, 1.442, -0.054]],
  "fmax_ev_per_a": 4.41,
  "total_energy_ev": -7416.1428,
  "orbital_gap_ev": 9.869,
  "de_lowest_kcal_mol": 112.81,
  "homo_energy_ha": -0.3321
}